Record 1
{
  "formula": "C8H8ClFO",
  "method": "ωB97M-V with the def2-TZVPD basis set",
  "e_above_lowest_kcal_mol": 57.9,
  "orbital_gap_ha": 0.31638,
  "molar_mass_g_mol": 174.60,
  "e_tot_ha": -944.7756,
  "fmax_ev_per_a": 3.2,
  "homo_energy_ev": -8.115,
  "smiles": "C/C(F)=C(/C)C=C=O.C#CCl",
  "elements": ["C", "C", "C", "C", "C", "C", "C", "C", "O", "F", "Cl", "H", "H", "H", "H", "H", "H", "H", "H"],
  "coordinates": [[0.097750, 1.549115, -0.667585], [2.082717, -1.681481, -0.556751], [3.000585, -0.911446, -0.592195], [-0.397908, 0.200467, -0.211664], [0.766503, 2.496610, -0.059915], [0.030331, -0.139193, 0.998795], [-1.117625, -0.732681, -1.147530], [0.536586, 0.662066, 2.092551], [1.242034, 3.509518, 0.229331], [-0.469632, -1.382626, 1.398781], [4.110110, 0.307704, -0.373475], [-0.150488, 1.899514, -1.708264], [1.146492, -2.134251, -0.419265], [-0.614028, -0.841702, -2.073376], [-2.080363, -0.254889, -1.361604], [-1.391158, -1.652394, -0.696042], [-0.144029, 1.495019, 2.239017], [1.491009, 1.115574, 1.928042], [0.687995, 0.041320, 3.037834]],
  "atomic_forces_ev_per_a": [[-1.29, -1.21, -1.40], [0.65, 0.73, -0.04], [0.13, 0.44, 0.44], [2.09, 1.35, 0.03], [-0.63, 0.46, -0.91], [-2.52, -1.93, -0.56], [-1.02, 1.96, 0.66], [0.55, -0.43, 1.95], [0.66, 0.19, 0.73], [0.75, 0.22, 0.41], [-0.21, -0.58, -0.32], [0.29, -0.41, 1.08], [-0.36, -0.74, -0.13], [0.64, -0.29, -0.86], [0.00, 0.00, -0.26], [0.23, -0.89, 0.39], [-0.25, 0.10, 0.52], [0.88, 0.17, -0.46], [-0.57, 0.86, -1.26]]
}

Record 2
{
  "formula": "C8H8ClNO",
  "method": "ωB97M-V with the def2-TZVPD basis set",
  "e_above_lowest_kcal_mol": 178.8,
  "orbital_gap_ha": 0.37833,
  "molar_mass_g_mol": 169.61,
  "e_tot_ha": -899.5523,
  "fmax_ev_per_a": 10.4,
  "homo_energy_ev": -9.840,
  "smiles": "C#CCN(CC#C)C(=O)CCl",
  "elements": ["C", "C", "C", "C", "C", "C", "C", "C", "H", "H", "H", "H", "H", "H", "H", "H", "N", "O", "Cl"],
  "coordinates": [[-1.677623, -0.516320, -0.736020], [-0.341940, -0.979909, -0.431444], [0.730363, 1.280070, -0.902196], [-0.277820, 2.092326, -0.210340], [-1.147823, 2.809998, 0.276665], [2.057734, -0.808421, -0.597141], [3.025543, -0.269538, 0.415596], [3.785780, 0.203694, 1.237631], [-1.816109, 0.590961, -1.186180], [-2.559212, -1.241034, -1.397518], [1.518168, 1.642192, -0.626424], [0.581301, 1.304198, -1.847620], [-1.730617, 3.508036, 0.647835], [1.995690, -2.067196, -0.419637], [2.459373, -0.453706, -1.409889], [4.527061, 0.451069, 2.002609], [0.740810, -0.149306, -0.488322], [-0.167511, -2.170759, 0.000530], [-2.690972, -0.482041, 0.784372]],
  "atomic_forces_ev_per_a": [[-6.26, 1.65, -2.57], [2.36, -4.32, 2.09], [-8.32, -4.81, 3.85], [-2.67, 1.79, 1.15], [5.11, -4.46, -2.91], [-1.21, -3.30, 6.18], [0.23, 0.27, 1.30], [-0.20, -0.76, -0.45], [0.69, -2.77, 1.02], [3.81, 1.82, 1.52], [9.33, 3.82, 2.61], [-0.76, 0.59, -6.53], [-2.65, 2.73, 1.70], [-0.15, 3.97, -0.96], [2.06, 0.88, -5.31], [-0.79, -0.03, -0.78], [-0.28, -0.47, -0.26], [-0.82, 3.15, -1.62], [0.53, 0.25, -0.02]]
}